Density functional theory data (ωB97M-V/def2-TZVPD) for C9H13AlBr2F3O4 as an isolated structure at a distorted geometry.

Element x y z (Å)
O (1.4540, -2.5153, 1.9829)
C (1.9355, -2.6567, 0.7377)
O (1.6833, -3.9277, -0.0098)
C (2.8081, -1.5146, -0.0803)
C (2.3614, 0.0219, 0.2884)
Al (1.2109, 0.9266, -1.1555)
C (-0.4962, -0.0986, -1.6644)
C (-1.7715, 0.2636, -0.7023)
C (-2.6612, -1.0190, -0.2041)
F (-3.6622, -1.3845, -1.2700)
Br (-1.6099, -2.5715, 0.4902)
C (-3.5699, -0.4666, 1.0871)
F (-2.6662, 0.0057, 2.1989)
F (-4.3893, -1.5705, 1.6569)
Br (-4.8141, 0.9765, 0.4789)
C (0.8999, 2.8859, -0.6342)
C (0.5125, 3.1375, 0.9385)
O (0.1761, 4.4111, 1.2819)
O (0.5274, 2.1411, 2.0206)
H (0.8749, -4.3941, 0.3655)
H (3.9406, -1.6256, 0.2752)
H (2.8083, -1.7257, -1.2549)
H (3.3514, 0.6814, 0.3815)
H (1.8256, -0.0149, 1.3287)
H (2.1209, 0.9563, -2.4879)
H (-0.7919, 0.2207, -2.7759)
H (-0.2153, -1.2327, -1.7224)
H (-2.5034, 0.9387, -1.3593)
H (-1.3790, 0.9512, 0.1726)
H (1.9052, 3.4896, -0.8503)
H (0.0614, 3.4245, -1.2782)
H (0.0726, 1.2860, 1.7641)

Results
**Energy**: -172564.78806 eV
**Spin multiplicity**: 1
**Total charge**: -1
**Molecular weight**: 428.98 g/mol
**E_LUMO**: 2.1 eV
**HOMO level**: -5.79 eV


Density functional theory data (ωB97M-V/def2-TZVPD) for C9H13AsCoO7S3 as an isolated structure at a distorted geometry.

Element x y z (Å)
Co (-1.1810, -0.0036, 0.6663)
O (1.6761, 0.9294, 2.2721)
S (0.9667, -0.3217, 2.0045)
O (1.6803, -1.4700, 2.5325)
O (0.7254, -0.4811, 0.4990)
O (-0.4422, -0.2352, 2.5357)
C (-0.0680, 4.3719, 0.4873)
As (0.1579, 2.4142, 0.0985)
C (-0.4509, 2.6274, -1.7669)
C (2.1189, 2.4154, -0.3786)
C (2.6339, 3.5975, -1.1018)
C (3.0921, 4.7223, -0.4056)
C (3.5863, 5.8332, -1.0684)
C (3.6337, 5.8599, -2.4569)
C (3.1742, 4.7588, -3.1663)
C (2.6842, 3.6462, -2.4988)
H (0.3589, 4.9942, -0.2991)
H (0.3901, 4.6188, 1.4463)
H (-1.1427, 4.5457, 0.5553)
H (0.0378, 3.4648, -2.2709)
H (-1.5293, 2.7783, -1.7536)
H (-0.2625, 1.6984, -2.3006)
H (2.2133, 1.5013, -0.9656)
H (2.6124, 2.2574, 0.5761)
H (3.0545, 4.7058, 0.6779)
H (3.9342, 6.6877, -0.4983)
H (4.0364, 6.7216, -2.9766)
H (3.1933, 4.7691, -4.2505)
H (2.3356, 2.7895, -3.0637)
O (-4.7749, 0.2794, -0.6302)
S (-3.3747, 0.1139, -0.2792)
O (-2.7647, 1.3676, 0.2769)
O (-3.1277, -0.9426, 0.7418)
S (-2.2380, -0.3951, -1.8240)

Results
**Energy**: -154849.98058 eV
**Spin multiplicity**: 2
**Relative energy (zero: lowest compared OMol25 entry of this formula, charge and spin)**: 0.0000 eV
**Total charge**: -2
**Molecular weight**: 463.25 g/mol
**E_LUMO (spin up / spin down)**: 4.5 / 4.5 eV
**HOMO level (spin up / spin down)**: -2.13 / -2.14 eV


Density functional theory data (ωB97M-V/def2-TZVPD) for C9H13Br in the gas phase at a distorted geometry.

Element x y z (Å)
C (-1.1158, -0.5624, 0.0225)
C (-0.6435, -1.5278, 1.2252)
C (-0.1006, 1.3694, -1.7966)
C (0.9732, 0.5764, -1.0176)
C (-1.3818, 0.6411, -2.1996)
C (0.2480, 0.1346, 0.2610)
C (-2.0165, -0.2907, -1.1402)
C (0.9566, -0.7991, 1.3956)
C (1.1675, -0.1686, 2.6962)
Br (2.4626, -2.0547, 1.0172)
H (-0.3824, -2.5446, 1.0309)
H (-1.1614, -1.4445, 2.1219)
H (-0.1272, 2.2868, -1.2547)
H (0.4543, 1.6070, -2.7696)
H (1.2352, -0.2063, -1.7072)
H (1.9363, 1.0690, -0.7711)
H (-2.1877, 1.4531, -2.3870)
H (-1.3165, 0.0708, -3.1548)
H (0.1275, 1.0744, 0.7978)
H (-2.9877, -0.7618, -1.3711)
H (1.2942, -0.7655, 3.6703)
H (0.3975, 0.5954, 2.7550)
H (2.1683, 0.2480, 2.5760)

Results
**Energy**: -79579.47298 eV
**Spin multiplicity**: 3
**Relative energy (zero: lowest compared OMol25 entry of this formula, charge and spin)**: 0.5985 eV
**Molecular weight**: 201.11 g/mol
**E_LUMO (spin up / spin down)**: 0.8 / -1.3 eV
**HOMO level (spin up / spin down)**: -5.76 / -8.95 eV


Density functional theory data (ωB97M-V/def2-TZVPD) for C9H13Br21NO5P as an isolated structure at a distorted geometry.

Element x y z (Å)
N (3.3948, -2.5568, 1.7045)
C (3.5859, -1.2174, 1.2769)
O (4.6961, -0.7996, 1.0350)
O (2.5176, -0.3949, 1.0854)
C (1.3591, -0.6198, 1.8780)
P (0.0380, -1.4601, 0.9338)
O (-0.4641, -0.6083, -0.1143)
O (-1.0653, -1.7633, 2.0136)
O (0.5458, -2.8418, 0.3718)
H (2.7550, -2.6662, 2.4731)
H (3.1792, -3.1734, 0.9381)
H (0.9502, 0.3426, 2.1168)
H (1.5667, -1.1007, 2.8274)
H (-0.6171, -2.1146, 2.7969)
H (0.8126, -3.4004, 1.1108)
C (-1.8506, -5.9597, -0.5295)
Br (-0.7980, -6.7172, 0.8972)
Br (-2.6713, -4.3025, -0.0065)
Br (-0.8294, -5.7796, -2.1424)
H (-2.6500, -6.6544, -0.7318)
C (-2.1196, 2.8382, 3.6774)
Br (-0.8641, 2.3082, 2.3305)
Br (-2.7889, 1.3115, 4.6383)
Br (-1.3957, 4.1681, 4.8620)
H (-2.9577, 3.2833, 3.1638)
C (-0.3332, 2.5648, -2.9232)
Br (1.3863, 1.8869, -2.4081)
Br (-0.8878, 4.0305, -1.8111)
Br (-0.3795, 3.0435, -4.7838)
H (-1.0470, 1.7675, -2.7809)
C (-4.1969, 1.0906, -0.0892)
Br (-2.4128, 0.4032, 0.3606)
Br (-4.7777, 2.5805, 1.0315)
Br (-4.3060, 1.5514, -1.9508)
H (-4.9109, 0.2988, 0.0780)
C (-1.0161, 6.3357, -7.7904)
Br (-0.0640, 4.7278, -8.2365)
Br (-2.8093, 5.9557, -7.2168)
Br (-0.0621, 7.3818, -6.4934)
H (-1.0855, 6.9255, -8.6901)
C (-1.1510, -4.3370, 5.4753)
Br (-0.6666, -5.7313, 6.6906)
Br (-1.5045, -2.6780, 6.3657)
Br (0.1940, -4.1155, 4.1016)
H (-2.0580, -4.6388, 4.9751)
C (5.6712, 2.1129, -2.4461)
Br (5.4816, 1.9794, -4.3568)
Br (5.1587, 3.8496, -1.8033)
Br (4.7245, 0.7181, -1.5299)
H (6.7179, 1.9859, -2.2220)

Results
**Energy**: -1501451.21953 eV
**Spin multiplicity**: 1
**Molecular weight**: 1924.16 g/mol
**E_LUMO**: -1.1 eV
**HOMO level**: -9.18 eV


Density functional theory data (ωB97M-V/def2-TZVPD) for C9H13ClIN in the gas phase at a distorted geometry.

Element x y z (Å)
C (2.6681, 0.6800, -0.5512)
C (3.6344, 1.1240, 1.4772)
C (3.7225, 1.3326, 0.1180)
C (1.9475, 0.0269, 0.4218)
C (-0.8947, 1.1174, -0.2204)
C (-0.2118, -0.7337, -1.9165)
C (-1.7281, -1.2300, -0.0891)
C (0.6811, -0.8642, 0.4404)
C (-0.5088, -0.4003, -0.4261)
N (2.5268, 0.3109, 1.6526)
Cl (4.8969, 2.2712, -0.6516)
I (1.3622, -2.9614, 0.2576)
H (2.5919, 0.6938, -1.5690)
H (4.3284, 1.3812, 2.2687)
H (-0.9169, 1.1195, 0.8936)
H (-1.7576, 1.4271, -0.7282)
H (-0.0969, 1.8065, -0.5010)
H (0.5220, -1.4962, -2.1576)
H (0.1996, 0.1492, -2.2837)
H (-1.0751, -1.0846, -2.3698)
H (-1.4034, -2.1758, -0.5499)
H (-1.8700, -1.3784, 0.9990)
H (-2.6503, -1.0101, -0.5715)
H (0.3728, -0.8738, 1.5838)
H (2.2683, -0.0531, 2.6338)

Results
**SMILES**: CC(C)(C)[C@@H](I)c1cc(Cl)c[nH]1
**Energy**: -31656.02222 eV
**Spin multiplicity**: 1
**Molecular weight**: 297.57 g/mol
**E_LUMO**: 0.2 eV
**HOMO level**: -8.26 eV


Density functional theory data (ωB97M-V/def2-TZVPD) for a 2-piece molecular cluster, C9H13F3N2O5S overall at a distorted geometry.

Element x y z (Å)
C (0.1729, -1.0750, -1.5418)
C (1.7115, -1.6264, -1.6731)
C (2.6611, -1.2655, -0.3459)
O (3.9701, -1.0891, -0.6162)
O (2.0617, -1.1997, 1.0025)
C (2.2867, 0.1351, 1.5874)
C (0.9332, 0.8894, 2.1243)
N (0.8975, 2.2619, 1.4236)
C (-0.2064, 2.6392, 0.4459)
C (0.3103, 4.1412, 0.0256)
N (1.6023, 4.4840, 0.7338)
C (1.9810, 3.3215, 1.6246)
H (-0.4262, -1.5342, -2.4646)
H (0.1167, 0.1009, -1.5188)
H (-0.2622, -1.5168, -0.5303)
H (2.2042, -1.2361, -2.6874)
H (1.7464, -2.8162, -1.7479)
H (3.0824, 0.1423, 2.4515)
H (2.7500, 0.7999, 0.7112)
H (-0.0717, 0.3342, 1.8957)
H (0.9572, 1.0807, 3.2886)
H (-1.1402, 2.0087, 0.1205)
H (-0.2181, 4.8795, -0.7168)
H (2.2248, 5.3211, 0.7120)
H (2.9031, 3.1390, 2.3246)
C (-4.4181, -3.4190, -0.3482)
F (-3.6074, -3.9092, 0.6439)
F (-4.7942, -4.5076, -1.0934)
F (-5.5577, -2.9874, 0.2818)
S (-3.5974, -2.0849, -1.3674)
O (-2.4107, -2.7169, -1.9601)
O (-3.2666, -1.0128, -0.4186)
O (-4.5963, -1.6824, -2.3670)

Results
**Energy**: -41739.61528 eV
**Spin multiplicity**: 1
**Molecular weight**: 318.27 g/mol
**E_LUMO**: -2.4 eV
**HOMO level**: -7.93 eV


Density functional theory data (ωB97M-V/def2-TZVPD) for an isolated ion of composition C9H13FN3 and charge +1 at a distorted geometry.

Element x y z (Å)
C (-1.7012, -1.9849, 2.0926)
C (-1.1635, -1.5870, 0.8478)
C (-1.2764, -1.3870, 3.2102)
C (-0.2789, -0.5207, 0.8260)
C (0.0136, 0.1333, 2.0392)
C (0.2046, 1.8858, -1.8257)
C (1.5831, 1.3515, -1.7031)
C (-0.6052, 1.0514, -0.8650)
C (1.6489, 0.3580, -0.6118)
N (-0.4159, -0.3175, 3.1800)
N (-0.0549, -1.1546, -1.3903)
N (0.2237, -0.0885, -0.4673)
F (0.6596, 1.2875, 2.1517)
H (-2.4099, -2.7501, 2.0354)
H (-1.4646, -2.2103, -0.0675)
H (-1.3836, -1.7240, 4.2893)
H (0.0610, 2.9834, -1.6021)
H (-0.2299, 1.8895, -2.7321)
H (1.9265, 1.1091, -2.7462)
H (2.3221, 2.0934, -1.4046)
H (-0.7533, 1.6501, 0.0445)
H (-1.5735, 0.6830, -1.2677)
H (2.2832, -0.5049, -0.9155)
H (1.9968, 0.8669, 0.2425)
H (0.2006, -2.0423, -1.0281)
H (0.1869, -1.0713, -2.3323)

Results
**SMILES**: N[N+]1(c2cccnc2F)CCCC1
**Energy**: -16722.56120 eV
**Spin multiplicity**: 1
**Relative energy (zero: lowest compared OMol25 entry of this formula, charge and spin)**: 0.0000 eV
**Total charge**: +1
**Molecular weight**: 182.22 g/mol
**E_LUMO**: -3.2 eV
**HOMO level**: -13.77 eV


Density functional theory data (ωB97M-V/def2-TZVPD) for C9H13I in the gas phase at a distorted geometry.

Element x y z (Å)
C (-0.9385, 0.7913, -0.9214)
C (-0.6867, 1.0414, 0.4745)
C (-0.0402, -0.0347, -1.4655)
C (0.3440, 0.3424, 0.9238)
C (1.0233, -0.5472, -0.5476)
C (-1.5467, 1.9417, 1.2915)
C (0.0814, -0.3397, -2.8554)
C (1.0916, 0.3042, 2.1963)
C (1.2952, -2.0678, -0.5090)
I (2.9690, 0.4675, -0.7711)
H (-1.7435, 1.1973, -1.5666)
H (-2.5228, 1.7545, 0.9707)
H (-1.4948, 2.8825, 0.8479)
H (-1.4208, 2.0573, 2.3981)
H (0.0692, -1.3822, -3.1404)
H (1.0406, -0.1816, -3.3225)
H (-0.7864, -0.0169, -3.5010)
H (1.8899, 0.9353, 2.3652)
H (1.3793, -0.7928, 2.3462)
H (0.2820, 0.6718, 3.0290)
H (0.4334, -2.4981, -1.0320)
H (1.3243, -2.2826, 0.6000)
H (2.2488, -2.4553, -0.9614)

Results
**SMILES**: CC1=CC(C)=C(C)[C@]1(C)I
**Energy**: -17641.78321 eV
**Spin multiplicity**: 1
**Relative energy (zero: lowest compared OMol25 entry of this formula, charge and spin)**: 0.1653 eV
**Molecular weight**: 248.11 g/mol
**E_LUMO**: 0.2 eV
**HOMO level**: -8.06 eV


Density functional theory data (ωB97M-V/def2-TZVPD) for a 2-piece molecular cluster, C9H13N overall at a distorted geometry.

Element x y z (Å)
C (-3.2194, -0.8974, -0.6356)
C (-1.7785, -0.8900, -0.7075)
C (-3.6254, 0.0615, 0.2518)
C (-1.4158, 0.0707, 0.2521)
C (0.8363, 1.3371, 1.7133)
C (0.6495, 0.4545, 0.7941)
C (1.5820, 0.4134, -1.6040)
C (2.8261, -0.7073, 0.3353)
C (1.5204, -0.2665, -0.2107)
N (-2.5293, 0.5919, 0.8409)
H (-3.7307, -1.5867, -1.3296)
H (-1.1628, -1.5856, -1.2560)
H (-4.4978, 0.4457, 0.6695)
H (1.7950, 1.4400, 2.1432)
H (-0.0701, 1.7119, 2.2828)
H (1.9974, -0.3410, -2.2758)
H (2.2429, 1.3660, -1.7134)
H (0.6235, 0.8338, -2.0449)
H (3.2563, -1.4314, -0.4577)
H (3.4297, 0.0682, 0.6655)
H (2.6415, -1.1822, 1.3158)
H (1.0499, -1.2136, -0.5830)
H (-2.4209, 1.3071, 1.5540)

Results
**Energy**: -11029.45911 eV
**Spin multiplicity**: 1
**Relative energy (zero: lowest compared OMol25 entry of this formula, charge and spin)**: 2.8158 eV
**Molecular weight**: 135.21 g/mol
**E_LUMO**: 0.9 eV
**HOMO level**: -7.98 eV


Density functional theory data (ωB97M-V/def2-TZVPD) for a 2-piece molecular cluster, C9H13N3O overall at a distorted geometry.

Element x y z (Å)
C (-2.6361, -2.4966, -0.2761)
C (-2.4633, -2.3499, 1.0903)
C (-2.0532, -0.4775, -0.0142)
C (2.8436, 0.4163, -1.7507)
C (2.1486, 1.4705, -2.6082)
C (1.9466, 0.3665, -0.4801)
C (1.0773, 2.0451, -1.7746)
C (0.8799, 1.3407, -0.6555)
C (-1.7101, -0.3244, 2.3990)
N (-2.3141, -1.3706, -0.9127)
N (-1.2538, -0.9112, 3.4332)
N (-2.0600, -1.0400, 1.2512)
O (-0.7647, -0.1505, 4.4582)
H (-2.9300, -3.4201, -0.8222)
H (-2.4994, -3.0632, 1.8762)
H (-1.7667, 0.4929, -0.1465)
H (2.6983, -0.4645, -2.2717)
H (3.8659, 0.7735, -1.4530)
H (2.8782, 2.1715, -2.8959)
H (1.6658, 1.0257, -3.3682)
H (1.7120, -0.6864, -0.1241)
H (2.5387, 0.8017, 0.4214)
H (0.3331, 2.7216, -2.1059)
H (-0.8272, 0.8819, 4.3469)
H (0.3722, 1.5000, 0.2407)
H (-1.6816, 0.7470, 2.1425)

Results
**SMILES**: O/N=C/n1ccnc1.C1=CCCC1
**Energy**: -16057.28101 eV
**Spin multiplicity**: 1
**Relative energy (zero: lowest compared OMol25 entry of this formula, charge and spin)**: 4.9721 eV
**Molecular weight**: 179.22 g/mol
**E_LUMO**: 0.5 eV
**HOMO level**: -8.88 eV


Density functional theory data (ωB97M-V/def2-TZVPD) for an isolated ion of composition C9H13N3O and charge +2 at a distorted geometry.

Element x y z (Å)
C (-2.4082, -1.0949, 1.3737)
C (-2.1800, -2.2295, 0.5223)
C (-1.9345, 0.1289, 1.0131)
C (-1.2706, -2.0691, -0.4908)
C (-1.0659, 0.3670, -0.1306)
C (-0.5089, -0.8903, -0.7670)
C (1.8694, -0.6631, -1.2569)
C (-1.1733, 1.5446, -0.7964)
C (4.1727, 0.3787, 1.1870)
N (2.3333, -0.2926, -0.1209)
N (0.6076, -1.1789, -1.4053)
N (-2.0091, 2.7153, -0.3390)
O (3.5377, 0.3060, -0.0855)
H (-2.8287, -1.3017, 2.3908)
H (-2.6612, -3.1648, 0.8968)
H (-1.9590, 1.0663, 1.5812)
H (-1.1468, -2.8698, -1.1773)
H (2.5246, -0.7070, -2.1615)
H (-0.8825, 1.6383, -1.8848)
H (5.3138, 0.2052, 1.0090)
H (3.5478, -0.3496, 1.7873)
H (3.9044, 1.3815, 1.5570)
H (0.7105, -2.0377, -1.9271)
H (-2.8429, 2.8179, -0.9393)
H (-1.4531, 3.6317, -0.5245)
H (-2.1971, 2.6676, 0.6888)

Results
**SMILES**: CO/N=C/[NH+]=C1/C=CC=C/C1=C\[NH3+]
**Energy**: -16039.48828 eV
**Spin multiplicity**: 1
**Relative energy (zero: lowest compared OMol25 entry of this formula, charge and spin)**: 4.6580 eV
**Total charge**: +2
**Molecular weight**: 179.22 g/mol
**E_LUMO (spin up / spin down)**: -9.6 / -9.6 eV
**HOMO level (spin up / spin down)**: -15.63 / -15.63 eV


Density functional theory data (ωB97M-V/def2-TZVPD) for C9H13N3O2 as an isolated structure at a distorted geometry.

Element x y z (Å)
C (-0.7403, 1.8373, -0.2869)
C (1.9954, -1.5980, -0.4774)
C (-1.8766, 1.0031, -0.2210)
C (-1.9012, -0.4063, 0.0477)
C (2.5031, 0.3991, 0.2026)
C (0.3859, -0.5318, -0.5912)
C (1.0325, 0.5147, 0.3346)
C (3.4274, 1.4269, 0.3441)
C (-0.8715, -2.6127, -0.0665)
N (2.8972, -0.9041, 0.0427)
N (-0.8454, -1.1428, -0.1163)
N (-3.0700, 1.7218, -0.3654)
O (-2.8825, -1.0943, 0.6235)
O (0.5355, 1.7624, -0.0502)
H (-0.8746, 2.8100, -0.7285)
H (1.9969, -2.6883, -0.8066)
H (0.3733, -0.2713, -1.6967)
H (0.6277, 0.2604, 1.3480)
H (2.7250, 2.2476, 0.2827)
H (4.1712, 1.3958, -0.5149)
H (4.1375, 1.3372, 1.2107)
H (0.2378, -3.0080, 0.0387)
H (-1.3368, -2.7033, 0.8865)
H (-1.4609, -3.2266, -0.7358)
H (-3.6097, -0.7432, 1.0428)
H (-4.0067, 1.4635, -0.4475)
H (-2.9975, 2.7069, -0.4470)

Results
**Energy**: -18086.37047 eV
**Spin multiplicity**: 1
**Total charge**: +2
**Molecular weight**: 195.22 g/mol
**E_LUMO**: -10.2 eV
**HOMO level**: -15.40 eV


Among the records above, which one has the highest spin multiplicity?
C9H13Br